# C65H107N9O

A 7-piece molecular cluster, C65H107N9O overall (ωB97M-V with the def2-TZVPD basis set, the OMol25 dataset).

Total charge: +8
Energy (hartree): -3105.554460

Geometry (Å):
C1 -1.362 -0.104 0.830
C2 -0.192 0.362 -0.055
O1 1.037 -0.240 0.161
H1 -1.435 0.318 1.838
H2 -1.466 -1.194 0.889
H3 -2.272 0.318 0.377
H4 -0.166 1.455 0.130
H5 -0.516 0.310 -1.116
C3 -1.315 -2.016 10.420
N1 -0.534 -2.057 9.132
C4 -0.325 -3.296 8.589
C5 0.222 -3.392 7.344
C6 0.569 -2.240 6.609
C7 0.386 -1.012 7.191
C8 -0.174 -0.959 8.482
C9 1.161 -2.418 5.237
C10 2.460 -2.914 5.084
C11 3.036 -3.029 3.846
N2 2.338 -2.570 2.780
C12 1.077 -2.151 2.845
C13 0.436 -2.071 4.094
C14 2.910 -2.614 1.411
H6 -0.613 -2.247 11.219
H7 -2.155 -2.701 10.408
H8 -1.660 -0.987 10.484
H9 -0.594 -4.117 9.236
H10 0.341 -4.381 6.918
H11 0.628 -0.103 6.657
H12 -0.517 -0.035 8.934
H13 3.018 -3.256 5.947
H14 4.016 -3.439 3.645
H15 0.623 -1.943 1.880
H16 -0.593 -1.788 4.258
H17 3.718 -3.345 1.453
H18 3.249 -1.612 1.167
H19 2.178 -3.027 0.727
C15 1.828 -2.264 -2.459
N3 1.875 -2.430 -3.969
C16 1.412 -1.475 -4.803
C17 1.410 -1.725 -6.165
C18 1.823 -2.967 -6.682
C19 2.266 -3.918 -5.774
C20 2.245 -3.649 -4.408
C21 1.863 -3.141 -8.153
C22 2.936 -3.701 -8.799
C23 2.900 -3.931 -10.183
N4 1.869 -3.534 -10.939
C24 0.816 -2.918 -10.333
C25 0.777 -2.745 -8.979
C26 1.887 -3.837 -12.398
H20 0.785 -2.352 -2.156
H21 2.222 -1.295 -2.175
H22 2.311 -3.159 -2.082
H23 1.217 -0.495 -4.392
H24 1.196 -0.934 -6.871
H25 2.606 -4.898 -6.086
H26 2.561 -4.384 -3.685
H27 3.857 -3.874 -8.256
H28 3.674 -4.515 -10.662
H29 -0.034 -2.729 -10.973
H30 -0.086 -2.286 -8.517
H31 2.486 -4.734 -12.519
H32 2.363 -2.982 -12.876
H33 0.858 -3.984 -12.712
C27 -2.623 -7.508 9.678
N5 -2.687 -6.724 8.441
C28 -2.164 -7.177 7.278
C29 -2.379 -6.582 6.061
C30 -3.055 -5.349 6.045
C31 -3.574 -4.862 7.245
C32 -3.357 -5.538 8.431
C33 -3.307 -4.669 4.750
C34 -3.066 -3.316 4.576
C35 -3.414 -2.666 3.408
N6 -3.975 -3.350 2.394
C36 -4.276 -4.657 2.536
C37 -3.946 -5.337 3.688
C38 -4.202 -2.567 1.148
H34 -1.801 -7.246 10.344
H35 -2.516 -8.549 9.373
H36 -3.537 -7.486 10.273
H37 -1.529 -8.046 7.399
H38 -1.938 -7.050 5.192
H39 -4.136 -3.939 7.304
H40 -3.608 -5.211 9.432
H41 -2.521 -2.758 5.328
H42 -3.223 -1.626 3.190
H43 -4.825 -5.089 1.710
H44 -4.132 -6.389 3.862
H45 -4.935 -3.029 0.494
H46 -3.208 -2.575 0.703
H47 -4.478 -1.534 1.339
C39 2.642 2.476 4.297
C40 2.962 2.964 2.885
C41 3.627 1.921 1.989
N7 4.244 2.482 0.721
C42 5.332 3.512 0.933
C43 6.507 2.930 1.719
C44 7.112 1.704 1.034
C45 6.027 0.702 0.572
C46 4.848 1.354 -0.110
C47 3.135 3.104 -0.067
H48 2.231 1.465 4.319
H49 1.975 3.143 4.843
H50 3.555 2.526 4.893
H51 3.664 3.799 2.959
H52 2.106 3.376 2.349
H53 2.853 1.231 1.631
H54 4.373 1.296 2.473
H55 4.858 4.357 1.428
H56 5.631 3.877 -0.050
H57 6.149 2.578 2.692
H58 7.271 3.665 1.962
H59 7.810 1.171 1.679
H60 7.758 1.975 0.195
H61 5.730 0.068 1.409
H62 6.469 0.090 -0.218
H63 4.019 0.725 -0.437
H64 5.207 1.893 -0.990
H65 3.417 3.144 -1.116
H66 2.853 4.062 0.366
H67 2.217 2.513 -0.010
C48 1.864 9.003 -3.541
C49 0.812 7.895 -3.269
C50 0.570 7.860 -1.758
N8 -0.263 6.698 -1.249
C51 -0.496 6.921 0.267
C52 -1.208 5.729 0.897
C53 -0.693 4.324 0.482
C54 -0.532 4.187 -1.008
C55 0.334 5.339 -1.504
C56 -1.640 6.805 -1.893
H68 2.683 8.939 -2.825
H69 1.340 9.953 -3.439
H70 2.285 8.945 -4.541
H71 1.251 6.962 -3.628
H72 -0.058 8.200 -3.847
H73 0.061 8.774 -1.457
H74 1.506 7.750 -1.207
H75 0.522 7.031 0.642
H76 -1.042 7.851 0.397
H77 -1.026 5.778 1.975
H78 -2.285 5.909 0.867
H79 0.224 4.173 1.058
H80 -1.357 3.593 0.948
H81 0.081 3.330 -1.320
H82 -1.422 3.994 -1.608
H83 1.248 5.355 -0.905
H84 0.654 5.238 -2.538
H85 -1.609 6.825 -2.977
H86 -2.127 7.669 -1.450
H87 -2.179 5.909 -1.594
C57 -3.749 4.653 -4.288
C58 -4.095 3.278 -3.694
C59 -3.618 2.109 -4.553
N9 -3.946 0.704 -4.087
C60 -3.238 0.465 -2.754
C61 -3.162 -1.025 -2.329
C62 -2.754 -1.992 -3.473
C63 -3.479 -1.761 -4.780
C64 -3.425 -0.281 -5.160
C65 -5.417 0.462 -3.820
H88 -4.375 4.851 -5.153
H89 -2.695 4.716 -4.574
H90 -3.850 5.408 -3.510
H91 -5.177 3.248 -3.538
H92 -3.720 3.134 -2.676
H93 -2.526 2.147 -4.626
H94 -3.909 2.142 -5.605
H95 -2.181 0.710 -2.880
H96 -3.698 1.102 -2.007
H97 -2.358 -1.258 -1.630
H98 -4.066 -1.464 -1.905
H99 -1.676 -1.972 -3.677
H100 -2.913 -3.027 -3.164
H101 -2.928 -2.227 -5.601
H102 -4.459 -2.236 -4.798
H103 -2.418 0.087 -5.341
H104 -4.132 -0.027 -5.949
H105 -5.888 0.634 -4.788
H106 -5.763 1.146 -3.055
H107 -5.493 -0.591 -3.573